Here is a molecular structure, C37H50N4OP2Si2Tl from the OMol25 dataset. Energies are from ωB97M-V/def2-TZVPD.

CARTESIAN COORDINATES (ANGSTROEM)
Tl (0.41980, -1.71470, 1.47158)
C (-3.75784, -4.31272, -1.63739)
Si (-2.80052, -3.74816, -0.10852)
C (-4.07502, -3.08350, 1.11127)
C (-2.03363, -5.28411, 0.66103)
N (-1.55931, -2.66294, -0.44912)
P (-1.43108, -1.19440, -1.02723)
C (-0.20039, -0.32768, -0.30389)
P (1.20640, 0.45212, -0.73567)
N (2.27008, 0.43868, 0.42424)
Si (3.75970, 0.76976, 1.07921)
C (4.14208, 2.61566, 1.26841)
C (5.20109, 0.04449, 0.10136)
C (3.83987, 0.03050, 2.81285)
C (1.96497, -0.26383, -2.25075)
C (1.82103, 0.25980, -3.53048)
C (2.36849, -0.39205, -4.62989)
C (3.07033, -1.57462, -4.46146)
C (3.21875, -2.10945, -3.18617)
C (2.66784, -1.45927, -2.09509)
C (0.89935, 2.18740, -1.26410)
C (-0.39692, 2.68829, -1.28805)
C (-0.64023, 4.01082, -1.64165)
C (0.41653, 4.84361, -1.97987)
C (1.71717, 4.35126, -1.96219)
C (1.95296, 3.03280, -1.60435)
C (-1.29088, -1.21987, -2.85478)
C (-0.82715, -2.37060, -3.48322)
C (-0.63880, -2.39726, -4.85900)
C (-0.92808, -1.27612, -5.62325)
C (-1.38982, -0.12100, -5.00462)
C (-1.55924, -0.09220, -3.62868)
C (-3.03329, -0.32735, -0.77841)
C (-3.20896, 0.39344, 0.40230)
C (-4.44040, 0.95524, 0.70864)
C (-5.51160, 0.81140, -0.16391)
C (-5.34571, 0.09822, -1.34344)
C (-4.11510, -0.47080, -1.64441)
H (-4.48779, -5.08823, -1.38527)
H (-3.07746, -4.71849, -2.39132)
H (-4.29720, -3.47795, -2.09169)
H (-4.78087, -3.86234, 1.41645)
H (-4.64601, -2.26024, 0.67392)
H (-3.58164, -2.69830, 2.00812)
H (-2.78604, -6.03208, 0.92677)
H (-1.48441, -5.01407, 1.56694)
H (-1.32210, -5.74287, -0.03022)
H (4.36483, 3.07947, 0.30423)
H (5.00921, 2.77106, 1.91818)
H (3.29470, 3.15628, 1.69834)
H (5.20078, 0.42523, -0.92402)
H (5.11624, -1.04387, 0.04400)
H (6.16716, 0.28619, 0.55483)
H (2.97443, 0.36767, 3.38966)
H (4.75007, 0.30987, 3.35185)
H (3.78640, -1.06049, 2.76815)
H (1.26832, 1.17972, -3.67779)
H (2.23408, 0.02302, -5.62184)
H (3.49415, -2.08367, -5.31897)
H (3.76195, -3.03642, -3.04492)
H (2.78019, -1.87453, -1.09887)
H (-1.21120, 2.02695, -1.00684)
H (-1.65581, 4.38885, -1.64972)
H (0.23060, 5.87510, -2.25466)
H (2.54569, 4.99850, -2.22489)
H (2.96717, 2.64861, -1.58805)
H (-0.61586, -3.24198, -2.87410)
H (-0.26503, -3.29617, -5.33484)
H (-0.78682, -1.29848, -6.69741)
H (-1.60906, 0.76161, -5.59426)
H (-1.90782, 0.81663, -3.14980)
H (-2.37483, 0.49489, 1.08907)
H (-4.56251, 1.50149, 1.63650)
H (-6.47283, 1.25100, 0.07476)
H (-6.17672, -0.01987, -2.02903)
H (-3.99602, -1.03113, -2.56473)
C (-0.15974, -0.96897, 5.45525)
N (0.14599, 0.40248, 5.10169)
C (1.24808, 1.01522, 5.81311)
C (1.21024, 2.51582, 5.61120)
C (1.24670, 2.81556, 4.12737)
N (0.26383, 2.02658, 3.41060)
C (-0.06338, 2.48043, 2.06931)
C (-0.25989, 0.84923, 3.85816)
O (-1.08080, 0.21234, 3.19890)
H (-0.33210, -1.03224, 6.53212)
H (0.65783, -1.64673, 5.18629)
H (-1.05234, -1.28277, 4.92418)
H (2.21350, 0.60855, 5.48221)
H (1.13933, 0.76703, 6.87201)
H (2.05797, 2.99017, 6.10773)
H (0.29099, 2.91225, 6.04940)
H (2.24849, 2.62274, 3.72410)
H (1.02797, 3.87174, 3.94677)
H (-0.78590, 3.30334, 2.09617)
H (-0.46535, 1.65426, 1.48825)
H (0.84811, 2.82122, 1.57535)

As for the charge: -1. For the highest occupied orbital energy, the calculation gives -4.0 eV. The orbital gap comes out at 6.60 eV. The energy relative to the best compared isomer or geometry (same formula, charge and spin) comes out at 0.000 eV.

The net atomic charges from Löwdin, expressed in e, are:
1 Tl 0.671
2 C -0.185
3 Si 0.255
4 C -0.172
5 C -0.193
6 N -0.292
7 P 0.570
8 C -0.641
9 P 0.563
10 N -0.262
11 Si 0.242
12 C -0.187
13 C -0.190
14 C -0.187
15 C -0.256
16 C -0.088
17 C -0.100
18 C -0.108
19 C -0.092
20 C -0.094
21 C -0.283
22 C -0.094
23 C -0.087
24 C -0.106
25 C -0.093
26 C -0.097
27 C -0.274
28 C -0.078
29 C -0.093
30 C -0.111
31 C -0.098
32 C -0.101
33 C -0.280
34 C -0.086
35 C -0.085
36 C -0.109
37 C -0.099
38 C -0.103
39 H 0.017
40 H 0.016
41 H 0.007
42 H 0.021
43 H 0.011
44 H 0.027
45 H 0.018
46 H 0.013
47 H 0.020
48 H 0.009
49 H 0.020
50 H 0.002
51 H 0.020
52 H 0.018
53 H 0.018
54 H -0.011
55 H 0.024
56 H 0.019
57 H 0.101
58 H 0.098
59 H 0.092
60 H 0.096
61 H 0.095
62 H 0.085
63 H 0.098
64 H 0.092
65 H 0.096
66 H 0.100
67 H 0.099
68 H 0.098
69 H 0.094
70 H 0.097
71 H 0.102
72 H 0.074
73 H 0.099
74 H 0.091
75 H 0.095
76 H 0.099
77 C -0.055
78 N -0.090
79 C -0.177
80 C -0.154
81 C -0.168
82 N -0.063
83 C -0.034
84 C -0.505
85 O -0.065
86 H 0.083
87 H 0.083
88 H 0.082
89 H 0.116
90 H 0.117
91 H 0.114
92 H 0.119
93 H 0.107
94 H 0.124
95 H 0.098
96 H 0.046
97 H 0.077

***

Here is a molecular structure, C37H50N6PPt in a non-equilibrium geometry from the OMol25 dataset. Energies are from ωB97M-V/def2-TZVPD.

CARTESIAN COORDINATES (ANGSTROEM)
Pt (-0.11181, -0.04345, 0.01862)
C (-2.69096, -2.43486, 2.86211)
C (-2.20677, -1.42864, 2.01897)
N (-1.06043, -1.53910, 1.37388)
C (-0.35504, -2.69051, 1.48534)
C (-0.75734, -3.74923, 2.30500)
C (-1.95780, -3.59001, 3.01897)
C (0.04309, -4.93813, 2.35583)
C (1.16189, -5.04974, 1.60832)
C (1.58240, -3.98038, 0.74871)
C (2.74122, -4.04059, -0.04000)
C (3.07275, -2.96361, -0.83191)
C (2.24749, -1.84174, -0.84012)
N (1.13876, -1.75133, -0.11103)
C (0.81681, -2.80974, 0.68734)
H (-3.62857, -2.29000, 3.37759)
H (-2.75383, -0.50836, 1.85022)
H (-2.30339, -4.38349, 3.66822)
H (-0.27253, -5.74542, 3.00249)
H (1.75954, -5.94989, 1.63765)
H (3.36819, -4.92062, -0.00818)
H (3.95999, -2.96905, -1.44623)
H (2.48988, -0.98935, -1.45790)
C (1.36693, 0.91581, -3.85616)
C (0.26417, 0.40990, -2.90374)
C (0.07498, -1.08885, -3.15728)
C (0.54920, 0.79743, -1.50779)
C (-1.04500, 1.20089, -3.08179)
C (-1.02901, 2.50559, -3.56993)
C (-2.21318, 3.18972, -3.78888)
C (-3.42582, 2.58443, -3.50536)
C (-3.45003, 1.30140, -2.97643)
C (-2.26975, 0.61837, -2.75446)
H (2.23682, 0.26192, -3.79592)
H (1.69696, 1.92426, -3.61229)
H (1.01196, 0.90826, -4.88552)
H (1.03802, -1.59555, -3.15936)
H (-0.38474, -1.23771, -4.13338)
H (-0.55159, -1.56135, -2.40157)
H (0.99968, 1.79295, -1.46291)
H (-0.09654, 2.98947, -3.81518)
H (-2.18413, 4.19209, -4.19251)
H (-4.35177, 3.10924, -3.69750)
H (-4.39325, 0.82938, -2.74117)
H (-2.30905, -0.38560, -2.35720)
N (-1.26584, 1.41137, 0.63679)
P (-1.32200, 2.62967, 1.57233)
N (-0.26504, 3.90933, 1.26120)
C (-0.62736, 5.31313, 1.42334)
C (-0.75249, 6.02051, 0.07749)
C (0.53859, 5.86540, -0.71924)
C (0.88299, 4.38545, -0.85266)
C (0.96406, 3.73669, 0.52498)
N (-2.82867, 3.34194, 1.52668)
C (-3.52087, 3.39961, 0.24087)
C (-4.91208, 2.79534, 0.36994)
C (-5.77199, 3.64056, 1.31829)
C (-4.89319, 4.30775, 2.38426)
C (-3.68750, 3.43681, 2.70916)
N (-1.10005, 2.33274, 3.22331)
C (-0.86627, 0.98731, 3.70184)
C (0.62068, 0.65834, 3.78456)
C (1.32377, 1.67048, 4.68305)
C (1.04340, 3.09028, 4.19991)
C (-0.46041, 3.32191, 4.08666)
H (0.15785, 5.80664, 2.01589)
H (-1.55968, 5.38527, 1.98081)
H (-0.98743, 7.07513, 0.23658)
H (-1.58263, 5.57439, -0.47839)
H (1.35054, 6.37803, -0.19344)
H (0.44917, 6.33197, -1.70208)
H (1.82853, 4.25472, -1.38901)
H (0.09364, 3.88576, -1.41902)
H (1.78916, 4.19873, 1.08730)
H (1.17480, 2.66643, 0.46567)
H (-2.92587, 2.85627, -0.49070)
H (-3.61220, 4.44016, -0.09978)
H (-4.80416, 1.77552, 0.74863)
H (-5.37888, 2.72393, -0.61329)
H (-6.52894, 3.01332, 1.79230)
H (-6.30694, 4.40644, 0.75445)
H (-5.46228, 4.49802, 3.29456)
H (-4.53307, 5.27582, 2.02639)
H (-4.03216, 2.44467, 3.03413)
H (-3.12343, 3.86148, 3.53907)
H (-1.38684, 0.30504, 3.04639)
H (-1.31073, 0.89782, 4.70289)
H (1.04222, 0.70622, 2.77069)
H (0.76428, -0.35913, 4.15891)
H (2.39741, 1.47943, 4.71906)
H (0.94574, 1.56045, 5.70512)
H (1.49310, 3.24354, 3.21492)
H (1.48194, 3.82046, 4.88264)
H (-0.67259, 4.32349, 3.72220)
H (-0.91557, 3.24071, 5.08315)

As for the charge: +1. For the highest occupied orbital energy, the calculation gives -10.0 eV. The orbital gap comes out at 6.40 eV. The energy relative to the best compared isomer or geometry (same formula, charge and spin) comes out at 1.178 eV.

The net atomic charges from Löwdin, expressed in e, are:
1 Pt 1.179
2 C -0.005
3 C -0.125
4 N -0.011
5 C -0.151
6 C -0.129
7 C 0.026
8 C 0.003
9 C 0.000
10 C -0.128
11 C 0.027
12 C -0.012
13 C -0.107
14 N -0.040
15 C -0.135
16 H 0.119
17 H 0.106
18 H 0.128
19 H 0.125
20 H 0.124
21 H 0.130
22 H 0.120
23 H 0.110
24 C -0.028
25 C -0.558
26 C -0.051
27 C -0.125
28 C -0.184
29 C -0.033
30 C -0.058
31 C -0.071
32 C -0.066
33 C -0.033
34 H 0.085
35 H 0.079
36 H 0.105
37 H 0.069
38 H 0.105
39 H 0.063
40 H 0.053
41 H 0.108
42 H 0.111
43 H 0.111
44 H 0.111
45 H 0.105
46 N -0.358
47 P 0.565
48 N -0.209
49 C -0.214
50 C -0.174
51 C -0.194
52 C -0.192
53 C -0.235
54 N -0.209
55 C -0.223
56 C -0.180
57 C -0.189
58 C -0.179
59 C -0.211
60 N -0.206
61 C -0.230
62 C -0.190
63 C -0.197
64 C -0.172
65 C -0.208
66 H 0.126
67 H 0.103
68 H 0.115
69 H 0.101
70 H 0.116
71 H 0.110
72 H 0.114
73 H 0.089
74 H 0.120
75 H 0.073
76 H 0.078
77 H 0.113
78 H 0.109
79 H 0.103
80 H 0.107
81 H 0.108
82 H 0.113
83 H 0.112
84 H 0.118
85 H 0.102
86 H 0.041
87 H 0.129
88 H 0.089
89 H 0.109
90 H 0.110
91 H 0.115
92 H 0.096
93 H 0.116
94 H 0.090
95 H 0.127

***

What is the highest occupied orbital energy in the second record?
-10.0 eV

***

What is the energy relative to the best compared isomer or geometry (same formula, charge and spin) in the second record?
1.178 eV

***

Which formula does entry 2 have?
C37H50N6PPt

***

Look up the charge of the second one.
+1